(1)
Entry from OMol25: a 2-piece molecular cluster, C4H11OS2 overall at a distorted geometry (wB97M-V/def2-TZVPD).

Atoms and positions in Å:
H1 -1.84 2.24 1.38
C1 -1.14 -0.44 2.24
H2 -0.15 1.65 0.92
C2 -0.81 2.00 1.76
H3 -1.13 -1.04 -1.72
C3 -0.91 0.92 2.84
H4 -1.78 1.05 3.53
C4 -0.77 -0.16 -1.16
H5 -1.34 -0.18 -0.11
S1 1.02 -0.29 -0.77
S2 1.83 -0.68 -2.62
H6 1.70 -2.04 -2.55
H7 -0.33 2.92 2.18
H8 -0.15 -0.92 1.99
H9 -0.99 0.81 -1.65
H10 0.00 0.96 3.47
H11 -1.54 -1.15 2.95
O1 -2.02 -0.34 1.21

The HOMO-LUMO gap (spin up / spin down) comes out at 9.576 / 6.380 eV. As for the energy relative to the best compared isomer or geometry (same formula, charge and spin): 246.6 kJ/mol. As for the spin multiplicity: 2. For the molar mass, the calculation gives 139.3 g mol⁻¹. The lowest unoccupied orbital energy (spin up / spin down) comes out at 0.8 / -2.4 eV. As for the net charge: 0. The calculation puts the strongest force on any atom at 3.41 eV/Å. For the HOMO energy (spin up / spin down), the calculation gives -8.783 / -8.770 eV.

=====

(2)
Entry from OMol25: a 8-piece molecular cluster, C30H48O24 overall at a distorted geometry (wB97M-V/def2-TZVPD).

Atoms and positions in Å:
H1 -4.60 11.88 -17.90
H2 -3.28 10.47 -16.33
O1 -4.49 14.55 -14.79
C1 -5.01 19.70 -4.46
H3 -4.45 10.64 -15.06
O2 -5.93 13.83 -4.67
C2 -1.64 14.29 -12.98
O3 -0.53 17.36 -13.85
H4 -6.55 12.73 -17.58
H5 -6.81 17.52 -8.15
C3 1.37 18.88 -10.71
H6 -8.00 19.42 -9.82
H7 -0.55 16.33 -4.14
H8 -5.60 17.90 -12.35
H9 -7.79 17.49 -6.59
C4 -4.12 18.21 -10.17
H10 1.61 18.72 -11.76
O4 -4.19 14.98 -5.07
C5 -5.14 15.71 -5.82
O5 0.16 15.28 -14.40
H11 -9.08 14.52 -12.47
H12 -9.42 18.47 -10.40
O6 -8.35 13.11 -9.86
C6 -4.93 17.07 -12.16
C7 -2.91 18.55 -4.01
H13 -5.59 18.90 -4.13
H14 -6.71 11.59 -16.11
H15 -1.73 14.64 -15.03
H16 0.75 16.44 -10.95
H17 -4.90 9.66 -16.46
H18 -0.78 18.98 -10.70
C8 0.48 16.52 -13.97
H19 -6.64 14.95 -13.22
C9 0.04 18.39 -10.21
O7 -3.01 18.25 -9.41
H20 -7.07 13.25 -13.36
O8 -7.05 19.29 -7.07
H21 -8.04 17.62 -10.21
H22 -6.73 14.29 -6.47
H23 -5.50 20.22 -5.29
C10 -4.88 13.73 -15.58
C11 -8.82 18.27 -8.23
O9 1.63 16.86 -13.79
C12 -8.07 20.15 -7.19
O10 -2.00 17.78 -4.47
H24 1.53 19.91 -10.47
H25 -2.14 15.96 -3.45
H26 -2.81 20.00 -8.42
H27 -2.74 14.33 -12.80
O11 -4.03 13.00 -16.24
C13 -3.11 18.98 -8.19
H28 -5.50 16.36 -11.59
O12 -3.06 18.72 -2.62
H29 -8.17 12.06 -11.67
O13 -8.05 15.07 -10.73
O14 -0.17 16.32 -9.13
C14 -8.22 14.26 -11.85
C15 -7.55 18.03 -7.47
H30 -1.01 16.58 -11.00
H31 -4.09 18.94 -7.78
C16 -4.64 13.92 -4.50
C17 -4.59 15.77 -7.29
H32 -7.32 15.32 -5.28
C18 -8.10 14.33 -9.63
H33 -2.39 17.01 -14.81
H34 -9.70 12.70 -11.27
H35 -2.34 16.68 -13.16
O15 -3.94 13.09 -3.90
O16 -7.96 14.83 -8.54
H36 -2.44 18.68 -7.38
H37 -9.63 17.54 -7.88
C19 -8.63 12.94 -11.22
H38 -5.23 16.24 -8.01
H39 -1.07 14.65 -12.20
H40 -1.43 13.22 -13.01
H41 -3.67 16.31 -7.43
O17 -6.05 13.59 -15.84
H42 -5.19 16.67 -5.31
C20 -6.37 14.79 -5.57
O18 -3.67 19.27 -4.86
H43 -1.13 17.14 -2.61
O19 -3.88 17.45 -11.25
O20 -9.11 19.54 -7.71
C21 -0.21 17.22 -8.23
O21 -5.34 18.79 -9.87
C22 -4.37 10.55 -16.17
C23 -6.92 14.12 -12.64
O22 -0.06 18.41 -8.78
H44 -4.34 14.76 -7.66
H45 -4.61 16.42 -12.96
C24 -0.14 16.85 -10.42
C25 -1.75 16.60 -14.02
H46 -6.10 13.89 -11.99
C26 -1.24 15.14 -14.18
H47 2.25 18.42 -10.23
C27 -8.56 18.43 -9.71
O23 -0.28 17.10 -6.99
C28 -6.17 12.42 -16.60
C29 -4.71 11.94 -16.84
H48 -4.93 20.44 -3.64
C30 -1.41 16.78 -3.62
O24 -7.99 21.32 -6.82

The HOMO-LUMO gap comes out at 8.721 eV. As for the energy relative to the best compared isomer or geometry (same formula, charge and spin): 462.4 kJ/mol. As for the spin multiplicity: 1. For the molar mass, the calculation gives 792.7 g mol⁻¹. The lowest unoccupied orbital energy comes out at -0.5 eV. The structure (SMILES) is C[C@H]1COC(=O)O1.C[C@H]1COC(=O)O1.C[C@H]1COC(=O)O1.C[C@H]1COC(=O)O1.C[C@H]1COC(=O)O1.C[C@H]1COC(=O)O1.COC(=O)OC.COC(=O)OC. As for the net charge: 0. The calculation puts the strongest force on any atom at 9.99 eV/Å. For the HOMO energy, the calculation gives -9.211 eV.

=====

(3)
Entry from OMol25: C4H13NOTa as an isolated structure at a distorted geometry (wB97M-V/def2-TZVPD).

Atoms and positions in Å:
Ta1 0.41 0.22 -0.83
H1 0.61 -0.53 1.97
C1 -1.32 -1.30 -0.36
C2 -0.90 1.87 0.19
H2 -1.36 -1.37 0.77
H3 -3.02 -0.05 -0.38
N1 -2.62 -0.80 -0.97
H4 -1.45 1.36 1.06
H5 -1.61 2.38 -0.53
H6 -1.13 -2.32 -0.86
H7 3.72 -0.37 0.95
C3 2.74 -0.90 1.23
H8 -0.15 2.57 0.68
O1 2.77 -2.13 1.49
H9 1.47 -1.10 -1.61
H10 -2.39 -0.41 -1.89
H11 1.64 1.52 -1.32
C4 1.40 -0.10 1.26
H12 -0.43 0.48 -2.49
H13 1.62 0.96 1.65

The HOMO-LUMO gap comes out at 6.925 eV. As for the spin multiplicity: 1. For the molar mass, the calculation gives 272.1 g mol⁻¹. The lowest unoccupied orbital energy comes out at 3.0 eV. As for the net charge: -1. The calculation puts the strongest force on any atom at 3.07 eV/Å. For the HOMO energy, the calculation gives -3.918 eV.

=====

(4)
Entry from OMol25: C20H23BrGe2NNiO4S2 as an isolated structure (wB97M-V/def2-TZVPD).

Atoms and positions in Å:
H1 1.03 -1.57 4.41
C1 -1.98 1.37 4.23
S1 -1.62 -1.03 -1.68
H2 -1.47 2.22 4.67
N1 -2.38 0.02 2.31
H3 -1.58 3.91 -0.60
C2 0.30 -2.19 2.49
H4 3.78 -0.08 -4.95
H5 1.93 0.57 3.56
C3 0.92 -1.31 3.36
C4 1.63 3.30 -1.46
C5 -2.84 0.58 4.98
H6 4.65 -2.33 -4.47
C6 -3.47 -0.51 4.39
O1 -3.10 0.80 6.28
H7 -0.28 -2.57 0.46
O2 -0.48 -3.98 -2.39
S2 -1.19 -3.17 -3.33
H8 1.37 4.34 -1.67
H9 2.05 3.25 -0.46
H10 -1.73 1.80 -3.35
C7 -1.24 2.94 -0.26
H11 1.69 1.17 1.19
C8 1.28 0.22 1.55
Br1 -3.96 -2.17 2.13
Ge1 0.02 2.20 -1.57
Ni1 -2.04 -0.67 0.50
H12 -0.75 3.07 0.70
C9 -3.19 -0.73 3.05
C10 1.79 -0.86 -2.31
H13 -0.15 1.98 -4.11
H14 2.39 2.97 -2.17
C11 -0.81 2.37 -3.33
O3 -0.46 -2.38 -4.26
H15 -1.03 3.42 -3.56
C12 3.32 -2.66 -2.82
C13 1.42 -0.11 2.88
H16 3.69 -3.65 -2.61
H17 -4.14 -1.15 4.95
H18 -0.07 -3.14 2.85
C14 3.85 -1.92 -3.86
C15 3.37 -0.66 -4.13
C16 2.30 -2.13 -2.05
C17 -1.78 1.05 2.91
C18 0.16 -1.86 1.15
H19 -1.11 1.63 2.29
H20 -2.12 2.29 -0.13
C19 0.64 -0.64 0.65
H21 1.89 -2.72 -1.24
O4 -2.56 -3.47 -3.58
H22 1.97 0.86 -3.59
Ge2 0.36 -0.14 -1.23
C20 2.34 -0.13 -3.36
H23 -2.62 1.57 6.60

The HOMO-LUMO gap (spin up / spin down) comes out at 7.925 / 7.863 eV. As for the energy relative to the best compared isomer or geometry (same formula, charge and spin): 42.4 kJ/mol. As for the spin multiplicity: 2. For the molar mass, the calculation gives 689.4 g mol⁻¹. The lowest unoccupied orbital energy (spin up / spin down) comes out at -0.1 / -0.1 eV. As for the net charge: 0. The calculation puts the strongest force on any atom at 0.66 eV/Å. For the HOMO energy (spin up / spin down), the calculation gives -8.004 / -7.950 eV.

=====

(5)
Entry from OMol25: an isolated ion of composition C3H6NO2 and charge -1 at a distorted geometry (wB97M-V/def2-TZVPD).

Atoms and positions in Å:
H1 1.48 0.67 -1.52
O1 -1.50 -0.99 -1.13
O2 -1.48 -1.36 1.19
C1 -0.62 0.70 0.40
H2 -0.89 1.13 1.44
N1 1.26 -0.15 -0.95
H3 1.54 0.68 1.03
C2 0.79 0.13 0.37
H4 -0.75 1.29 -0.58
H5 0.74 -0.71 1.21
H6 0.73 -0.73 -1.62
C3 -1.31 -0.67 0.15

The HOMO-LUMO gap comes out at 8.182 eV. As for the energy relative to the best compared isomer or geometry (same formula, charge and spin): 158.0 kJ/mol. As for the spin multiplicity: 1. For the molar mass, the calculation gives 88.1 g mol⁻¹. The lowest unoccupied orbital energy comes out at 4.4 eV. The structure (SMILES) is NCCC(=O)[O-]. As for the net charge: -1. The calculation puts the strongest force on any atom at 3.81 eV/Å. For the HOMO energy, the calculation gives -3.792 eV.

=====

(6)
Entry from OMol25: C29H39Cl3F6N6O4S2Si5W as an isolated structure at a distorted geometry (wB97M-V/def2-TZVPD).

Atoms and positions in Å:
H1 6.01 -0.91 -3.35
H2 3.39 -2.57 -5.47
W1 -0.68 -0.18 -0.49
C1 0.22 -3.70 1.99
H3 2.80 0.62 -6.92
S1 0.34 3.90 -4.66
F1 -1.60 3.61 -2.01
C2 4.98 -1.21 -3.56
O1 0.44 -0.90 -1.84
H4 -0.53 -5.17 -4.08
N1 0.71 2.73 -3.65
H5 3.33 -2.81 1.12
C3 1.54 -1.74 0.71
C4 2.82 0.61 -5.82
C5 -2.90 0.68 1.42
H6 4.34 -0.26 0.20
H7 0.38 5.28 1.22
Cl1 -2.92 -3.61 -2.10
C6 0.03 -0.49 -6.10
O2 0.13 1.53 -1.59
H8 -0.28 0.56 -6.00
Si1 1.68 -1.44 -2.93
H9 2.12 -4.63 2.32
H10 0.19 -4.02 -5.21
H11 -0.38 -4.43 2.51
H12 -6.58 -2.19 3.87
Cl2 -4.39 -0.96 -1.01
C7 -1.10 3.72 1.23
Si2 1.67 -0.76 -5.24
Si3 1.13 -3.75 -2.92
C8 4.78 -0.70 -0.70
H13 2.63 1.74 -2.21
C9 0.47 -4.31 -1.25
H14 3.39 -4.73 -2.47
H15 2.35 -5.87 -3.34
H16 -5.40 1.72 2.52
H17 4.94 -2.31 -3.52
N2 -1.83 -2.58 1.69
N3 -2.02 -0.33 1.07
C10 0.18 4.21 1.13
O3 1.10 3.86 -5.87
F2 -2.93 2.53 -3.32
C11 -0.19 -4.13 -4.20
N4 -2.65 1.92 1.33
H18 2.75 -2.08 -7.05
C12 -4.08 0.09 2.06
H19 2.25 3.66 0.88
O4 -1.08 4.11 -4.73
H20 3.12 -4.54 -4.22
H21 4.34 1.94 -1.80
C13 -6.12 -0.19 3.23
H22 2.03 -0.93 0.20
H23 5.75 -0.22 -0.85
H24 2.50 1.59 -5.49
F3 -2.28 1.64 -1.48
C14 -5.87 -1.56 3.35
H25 0.12 -0.71 -7.16
H26 1.71 1.26 0.72
C15 -4.71 -2.12 2.82
H27 -7.03 0.21 3.65
Cl3 -2.46 -0.91 -3.52
H28 0.01 -3.48 -0.72
C16 2.26 -2.79 1.22
F4 2.41 5.13 -3.68
Si4 -2.48 -1.69 -1.50
H29 4.75 -0.91 -4.58
C17 3.64 1.41 -2.46
C18 -1.34 2.36 1.10
Si5 3.80 -0.46 -2.30
H30 -4.48 -3.17 2.92
F5 0.82 6.46 -4.32
C19 2.64 -4.81 -3.27
N5 -0.32 1.50 0.85
C20 -5.22 0.65 2.60
H31 3.86 0.46 -5.52
H32 3.82 1.74 -3.49
F6 0.62 5.35 -2.46
C21 1.58 -3.80 1.88
S2 -0.20 1.58 -3.09
H33 4.98 -1.76 -0.50
H34 1.82 -3.17 -6.01
N6 0.20 -1.64 0.77
C22 -3.84 -1.27 2.17
C23 1.23 3.32 0.95
C24 2.47 -2.29 -6.01
C25 -2.50 -1.51 1.58
H35 -0.29 -5.08 -1.36
H36 -0.77 -1.11 -5.70
C26 1.08 5.30 -3.72
C27 -0.47 -2.61 1.45
H37 1.27 -4.71 -0.62
H38 -1.06 -3.48 -4.09
C28 -1.88 2.44 -2.57
C29 0.93 2.00 0.82
H39 -1.96 4.35 1.42

The HOMO-LUMO gap (spin up / spin down) comes out at 6.476 / 6.483 eV. As for the energy relative to the best compared isomer or geometry (same formula, charge and spin): 114.7 kJ/mol. As for the spin multiplicity: 1. For the molar mass, the calculation gives 1144.4 g mol⁻¹. The lowest unoccupied orbital energy (spin up / spin down) comes out at -1.5 / -1.5 eV. As for the net charge: 0. The calculation puts the strongest force on any atom at 1.64 eV/Å. For the HOMO energy (spin up / spin down), the calculation gives -7.972 / -7.983 eV.